(1)
# C41H51KN5O7P3S2

A molecular structure, C41H51KN5O7P3S2 in a non-equilibrium geometry (ωB97M-V/def2-TZVPD, the OMol25 dataset).

```
110
Properties=species:S:1:pos:R:3:forces:R:3
K 0.09703 -0.10470 -0.21944 -0.9 0.8 0.3
O -0.46159 -3.03018 2.65214 0.1 0.0 0.2
C -0.57804 -1.70450 2.39647 -0.1 -0.2 -0.1
O -1.31272 -1.31286 1.52861 -0.2 -0.2 0.2
C 0.27189 -0.83984 3.26600 0.1 0.1 0.2
C 0.84832 -1.36782 4.43649 -0.1 0.0 -0.1
C 1.71727 -0.50491 5.14779 0.0 0.1 0.0
C 1.87466 0.78113 4.72398 0.0 0.0 0.0
C 1.14274 1.27337 3.58898 0.0 0.0 0.1
N 0.39454 0.39374 2.82709 0.1 -0.2 0.1
C 1.07117 2.66287 3.20499 0.1 0.0 -0.3
O 1.86704 3.55024 3.92283 0.1 0.0 0.2
O 0.39606 3.12615 2.31365 -0.1 0.0 0.0
H -1.01485 -3.45481 1.98136 0.0 0.0 0.0
H 0.68328 -2.39320 4.72700 0.0 0.0 0.0
H 2.26886 -0.85951 6.01155 0.0 0.0 0.0
H 2.56203 1.41966 5.26990 0.0 0.0 0.0
H 2.41769 3.05400 4.53673 -0.1 0.0 -0.1
C 4.23819 1.47595 -3.23595 0.0 0.0 0.0
N 4.42022 0.20150 -2.52922 -0.2 0.1 0.0
C 5.62262 -0.50251 -2.92905 0.0 0.0 0.1
P 3.02416 -0.67283 -2.34258 0.4 -0.1 -0.1
O 1.89562 0.11058 -1.83606 0.5 -0.1 -0.5
O 3.57962 -1.82996 -1.34854 -0.2 0.2 -0.1
P 2.93513 -2.34939 0.03943 0.5 -0.1 0.2
O 1.47030 -2.22978 0.07611 0.2 -0.3 0.1
N 3.47172 -3.90804 0.13302 -0.2 0.1 0.0
C 4.88354 -4.20026 0.00136 0.0 0.0 0.0
C 2.56645 -4.97466 -0.26532 0.0 0.0 0.0
N 3.86099 -1.54278 1.15362 -0.3 -0.1 -0.1
C 3.81219 -2.06014 2.52347 0.0 0.0 0.0
C 3.80841 -0.07432 1.10665 0.0 0.1 -0.1
N 2.70684 -1.52132 -3.73469 -0.2 0.1 0.1
C 1.49156 -1.14268 -4.45875 0.1 -0.1 0.0
C 3.10967 -2.90571 -3.90256 0.0 0.0 0.0
H 4.22749 1.33305 -4.32454 0.0 0.0 0.0
H 5.06382 2.13936 -2.97179 0.0 0.0 0.0
H 3.31046 1.95638 -2.92491 0.0 0.0 0.0
H 5.60595 -0.80001 -3.98802 0.0 0.0 0.0
H 5.76137 -1.38979 -2.31096 0.1 0.0 0.0
H 6.47697 0.16084 -2.78017 0.0 0.0 0.0
H 5.46500 -3.33789 0.32119 0.0 0.0 0.0
H 5.15405 -4.44542 -1.03415 0.0 0.0 0.0
H 5.14356 -5.05596 0.63214 0.0 0.0 0.0
H 1.54243 -4.61287 -0.21670 0.0 -0.1 0.0
H 2.67381 -5.82809 0.41088 0.0 0.0 0.0
H 2.76476 -5.31610 -1.28745 0.0 0.0 0.0
H 3.79086 -3.14841 2.50873 0.0 0.0 0.0
H 2.93659 -1.70415 3.06892 0.0 0.0 0.0
H 4.70971 -1.72858 3.05169 0.0 0.0 0.0
H 3.88427 0.28317 0.07985 0.0 0.0 0.1
H 4.65439 0.31917 1.67230 0.0 0.0 0.0
H 2.88948 0.32622 1.54799 0.0 -0.1 0.0
H 1.25821 -0.09617 -4.27025 0.0 0.0 0.0
H 0.63214 -1.74507 -4.15372 0.0 0.0 0.0
H 1.65470 -1.27918 -5.53114 0.0 0.0 0.0
H 4.07794 -3.07805 -3.43667 0.0 -0.1 0.0
H 3.19824 -3.12291 -4.97038 0.0 0.0 0.0
H 2.38264 -3.60427 -3.46818 0.0 0.0 0.0
C 0.47176 5.88662 -3.41691 0.0 -0.1 0.0
C 1.18544 4.63961 -2.91492 -0.3 -0.1 -0.6
S 1.16666 3.29724 -3.96626 0.1 0.2 0.3
C 1.76302 4.71033 -1.63968 0.3 -0.3 0.6
C 1.65513 6.02078 -0.87890 -0.1 0.0 -0.1
S 2.54232 3.44556 -0.82711 0.0 0.2 -0.3
H 0.13864 5.73121 -4.43919 0.0 0.0 0.0
H 1.12307 6.76653 -3.38595 0.0 0.0 0.0
H -0.40405 6.11056 -2.79830 0.0 0.0 0.0
H 0.62306 6.38383 -0.84593 0.0 0.0 0.0
H 2.26116 6.80412 -1.34992 0.0 0.0 0.0
H 2.00298 5.87631 0.13922 0.0 0.0 0.0
C -2.54743 -1.03251 -6.05295 0.0 0.0 0.0
C -1.91403 -0.20805 -5.12941 0.0 0.0 0.0
C -1.74710 -0.63717 -3.82281 -0.1 -0.1 0.1
C -2.19227 -1.89571 -3.41862 0.0 0.0 -0.1
C -2.83566 -2.70685 -4.34849 -0.1 0.1 0.0
C -3.01333 -2.27914 -5.65978 0.0 0.0 0.0
P -1.89595 -2.41650 -1.67728 0.2 0.2 0.0
C -1.23798 -4.12611 -1.96419 0.1 -0.3 -0.2
C -0.53960 -4.50679 -3.11645 0.0 0.0 0.0
C 0.08960 -5.74153 -3.21712 0.0 0.0 0.0
C 0.03812 -6.64671 -2.16619 0.0 0.0 0.0
C -0.63378 -6.28582 -1.00411 0.0 0.0 0.0
C -1.24390 -5.04534 -0.90408 0.0 0.1 -0.1
C -3.59975 -2.82188 -1.15220 -0.2 0.1 0.1
C -4.26677 -4.01882 -1.08638 0.1 0.0 -0.1
C -5.60966 -4.04425 -0.64747 -0.1 0.0 0.0
C -6.25968 -2.89229 -0.29688 0.0 0.0 0.0
C -5.60323 -1.63885 -0.37283 0.2 0.0 -0.1
C -6.22742 -0.40791 -0.07037 0.0 0.0 0.0
C -5.51719 0.75137 -0.23513 0.0 0.0 0.1
C -4.17595 0.74359 -0.68705 0.2 0.0 -0.1
C -3.47241 -0.41306 -0.98077 -0.2 -0.1 0.0
C -4.24908 -1.60327 -0.80975 -0.1 0.1 0.1
H -2.68675 -0.69665 -7.07401 0.0 0.0 0.0
H -1.55694 0.77237 -5.42087 0.0 0.0 0.0
H -1.28967 0.01241 -3.08680 0.0 0.0 0.0
H -3.20540 -3.67910 -4.04033 0.0 0.0 0.0
H -3.52148 -2.91883 -6.37282 0.0 0.0 0.0
H -0.50861 -3.82789 -3.96032 0.1 0.0 0.0
H 0.61595 -6.00361 -4.12870 0.0 0.0 0.0
H 0.51971 -7.61389 -2.24717 0.0 0.0 0.0
H -0.67614 -6.97735 -0.17008 0.0 0.0 0.0
H -1.76388 -4.78041 0.01082 0.0 0.0 0.0
H -3.79538 -4.94950 -1.38073 0.0 0.0 0.0
H -6.13136 -4.99484 -0.59862 0.0 0.0 0.0
H -7.29545 -2.92676 0.03051 0.0 0.0 0.0
H -7.25449 -0.39823 0.28297 0.0 0.0 0.0
H -5.99270 1.70047 0.00208 0.0 0.0 0.0
H -3.68720 1.71196 -0.78373 0.0 0.0 0.0
```
Positions in Å, forces in eV/Å.

Summary:
Gap between HOMO and LUMO (spin up / spin down)   4.76 / 3.81 eV
Total charge   -2
HOMO level (spin up / spin down)   -1.2 / -0.3 eV
Energy above the lowest of the compared OMol25 structures with the same formula, charge and spin   113.3 kJ/mol

***

(2)
# C41H54BaClN7O4P2S3Sb

A molecular structure, C41H54BaClN7O4P2S3Sb in a non-equilibrium geometry (ωB97M-V/def2-TZVPD, the OMol25 dataset).

```
114
Properties=species:S:1:pos:R:3:forces:R:3
Ba -1.63173 -0.47012 -0.13025 -3.6 0.3 -1.2
C 0.33658 -1.21389 3.71294 -0.1 0.1 0.0
C -1.04746 -0.88655 4.29348 0.3 0.2 -0.1
C -0.90762 0.02495 5.51295 0.0 -0.1 0.1
P -2.11688 -0.24828 2.88686 -0.1 0.1 1.1
C -3.83719 -0.75165 3.44177 0.0 0.2 0.1
C -4.91852 0.03392 2.68518 0.0 -0.2 0.0
C -4.14325 -0.80168 4.94255 0.0 -0.1 0.0
C -2.04875 1.56980 2.99028 0.1 0.1 -0.1
C -2.75213 2.25972 3.99130 0.1 -0.1 -0.1
C -2.90183 3.63041 4.00677 0.1 0.0 0.0
C -2.35412 4.35556 2.94317 0.0 -0.1 0.0
C -1.63653 3.72064 1.96040 0.1 -0.2 0.0
C -1.38631 2.30774 1.96161 0.1 0.2 -0.1
N -0.61966 1.71749 0.97658 0.2 0.7 0.3
C 0.35232 2.50692 0.38874 -0.2 0.1 0.2
C 1.17423 3.34202 1.20022 -0.1 0.0 0.0
C 1.98514 4.32088 0.67784 0.1 -0.1 -0.1
C 2.07775 4.48680 -0.70674 0.1 0.0 0.1
C 1.41840 3.58133 -1.51766 0.0 -0.1 0.0
C 0.59960 2.55759 -1.01648 0.0 -0.1 0.2
P -0.14181 1.27750 -2.10443 0.5 0.8 -0.8
C 1.22503 0.74656 -3.26925 0.1 -0.1 0.2
C 2.22700 -0.16324 -2.53015 0.0 0.1 0.0
C 1.97955 1.77190 -4.12086 0.1 0.0 0.0
C -1.38324 2.13003 -3.23748 0.2 0.1 0.0
C -1.44234 3.65077 -3.13192 0.1 0.0 -0.1
C -1.32626 1.66040 -4.69291 0.0 0.0 0.0
H 1.03591 -1.51371 4.50165 0.0 0.0 0.0
H 0.75882 -0.34461 3.18964 -0.1 -0.1 0.1
H 0.26514 -2.03085 2.99347 0.0 0.0 0.1
H -1.52094 -1.82089 4.60210 0.0 -0.1 0.0
H -0.60560 1.03018 5.21404 0.0 0.0 0.0
H -0.13705 -0.37351 6.18618 -0.1 0.0 0.0
H -1.83911 0.10731 6.08099 0.1 0.1 -0.1
H -3.86313 -1.78238 3.07988 -0.1 -0.1 0.0
H -5.90098 -0.15148 3.13927 0.1 0.0 0.0
H -4.96900 -0.27978 1.64350 0.1 0.0 0.0
H -4.73524 1.10759 2.69925 0.0 0.0 0.0
H -4.29225 0.19469 5.36359 0.0 -0.1 0.0
H -3.36211 -1.31108 5.51686 -0.2 0.1 -0.1
H -5.07652 -1.35546 5.08945 0.0 0.0 0.0
H -3.21058 1.68591 4.78411 0.0 0.0 0.0
H -3.46151 4.11841 4.79622 0.0 0.0 0.0
H -2.51990 5.42614 2.87078 0.0 0.0 0.0
H -1.26459 4.29801 1.12266 0.0 0.0 0.1
H 1.09176 3.22844 2.27534 0.0 0.0 0.0
H 2.56175 4.95477 1.34436 0.0 0.0 0.0
H 2.67428 5.28274 -1.13705 0.0 0.0 0.0
H 1.51518 3.68982 -2.58720 0.0 0.0 0.0
H 0.65797 0.11707 -3.96120 0.0 -0.1 0.0
H 3.07447 0.42315 -2.16605 0.0 0.0 0.1
H 2.63201 -0.93079 -3.19842 0.0 0.1 0.0
H 1.77951 -0.65896 -1.66693 0.0 0.0 0.0
H 2.75735 2.26738 -3.53437 -0.1 0.0 0.0
H 1.32393 2.53695 -4.54112 0.1 0.0 0.1
H 2.47441 1.26216 -4.95832 0.0 0.0 0.1
H -2.32793 1.76782 -2.84118 -0.2 -0.1 0.1
H -0.52306 4.13364 -3.48742 -0.1 0.0 0.0
H -1.62191 3.96231 -2.10104 0.0 0.0 0.0
H -2.27902 4.01482 -3.73890 0.1 0.0 0.0
H -0.47058 2.07548 -5.23926 -0.2 -0.1 0.1
H -2.24500 1.97900 -5.19266 0.0 0.0 0.0
H -1.29988 0.56994 -4.77331 0.0 0.1 0.0
S -4.74501 0.03783 -3.97327 -0.1 0.0 0.1
Sb -5.08038 0.08027 -1.68018 0.2 0.0 -0.1
S -3.82173 1.74933 -0.63350 -0.3 0.2 0.0
S -4.36917 -1.92395 -0.67254 -0.4 -0.1 0.0
O 2.76133 -4.95023 1.82291 -0.6 0.0 -0.4
C 3.72628 -4.11550 2.11284 0.2 0.4 0.2
O 4.74629 -4.49400 2.64858 -0.1 0.0 -0.1
C 3.52774 -2.65537 1.78571 -0.4 -0.3 -0.1
C 4.47618 -1.70265 2.05847 0.0 0.1 0.0
Cl 6.05612 -1.91891 2.66427 0.0 0.2 0.0
N 3.98800 -0.49324 1.67494 0.4 0.5 0.0
N 2.76782 -0.60886 1.11318 0.2 -0.2 0.3
C 2.46263 -1.88960 1.18793 -0.1 -0.1 -0.1
C 1.09742 -2.34240 0.70085 -0.3 -0.1 -0.1
O 0.83314 -3.55997 0.82039 0.4 -0.1 0.0
O 0.28406 -1.49323 0.23569 4.1 -2.0 0.9
C 4.64173 0.79007 1.71404 -0.1 -0.2 0.0
C 4.46668 1.66982 0.65464 0.0 -0.1 -0.1
C 5.17595 2.86288 0.63382 -0.1 0.0 0.0
C 6.01666 3.20641 1.68266 0.0 0.0 -0.1
C 6.12352 2.35840 2.77364 0.0 -0.1 0.1
C 5.43936 1.15099 2.79493 -0.1 0.0 0.0
H 1.98035 -4.46713 1.37622 0.0 0.1 0.2
H 3.76409 1.42254 -0.13196 0.1 0.0 0.0
H 5.04474 3.53475 -0.20521 0.0 0.0 0.0
H 6.56228 4.14435 1.66030 0.0 -0.1 0.0
H 6.74096 2.63463 3.62119 0.0 0.0 0.0
H 5.51049 0.50496 3.65583 0.0 0.0 0.0
C -1.77363 -2.29349 -3.60416 0.1 -0.3 0.0
N -1.22951 -2.82621 -2.34076 0.1 -0.1 -0.1
C -1.96432 -4.06314 -2.00583 0.3 -0.1 -0.2
N -1.83972 -5.07929 -3.07441 0.0 0.1 0.0
C -2.36927 -4.48631 -4.31401 0.2 0.1 0.2
N -1.64471 -3.26933 -4.70873 0.0 0.0 0.2
C -0.22687 -3.60794 -4.85943 -0.2 0.0 0.3
N 0.35847 -4.17333 -3.63438 -0.1 0.0 0.0
C 0.18235 -3.18642 -2.54834 -0.2 0.1 -0.3
C -0.41634 -5.37037 -3.27590 -0.1 0.3 0.0
H -1.22110 -1.38926 -3.87208 0.0 0.0 0.0
H -2.82385 -2.02737 -3.46839 0.0 0.0 0.0
H -3.01002 -3.82054 -1.86021 -0.2 0.1 0.0
H -1.55773 -4.46940 -1.07581 0.0 0.0 0.0
H -3.41894 -4.23237 -4.16483 0.0 0.0 0.0
H -2.28970 -5.22069 -5.11822 0.0 -0.1 -0.1
H 0.32244 -2.70121 -5.12131 0.0 0.0 0.0
H -0.11600 -4.33082 -5.67042 0.0 -0.1 0.0
H 0.74395 -2.28498 -2.80656 -0.1 -0.1 0.0
H 0.58059 -3.60164 -1.62508 0.0 0.0 0.1
H -0.00667 -5.78875 -2.35493 0.0 0.0 0.0
H -0.31354 -6.10711 -4.07594 0.0 0.0 -0.1
```
Positions in Å, forces in eV/Å.

Summary:
<S²>   0.76
Gap between HOMO and LUMO (spin up / spin down)   5.35 / 5.76 eV
Spin multiplicity   2
Total charge   -2
HOMO level (spin up / spin down)   -1.7 / -2.1 eV
Energy above the lowest of the compared OMol25 structures with the same formula, charge and spin   158.8 kJ/mol